Record 1
The following is a quantum chemistry calculation of a 4-piece molecular cluster, C13H30NO9PS2 overall at a distorted geometry, from the OMol25 dataset.

Values from the calculation:
Kohn-Sham gap	8.9	eV
electronic energy	-2382.76295	hartree

Structure (XYZ):
```
56
C13H30NO9PS2, DFT the ωB97M-V functional and the def2-TZVPD basis
N 2.16158 1.27904 4.97197
P 0.51878 1.45290 4.23511
O 0.53908 0.88302 2.55456
O 0.06642 3.13734 4.14175
S -1.44343 3.35779 3.38167
O -1.45125 4.87601 2.96354
O -2.76049 3.17450 4.44818
C -2.88994 1.79834 4.95169
S -4.61433 1.31213 5.49831
O -5.74289 2.19512 4.89631
O -4.63210 1.34550 7.05297
H 2.20362 0.25955 5.25908
H 2.21482 1.79488 5.88926
H -0.28302 0.28125 2.51708
H -2.52670 1.03553 4.10841
H -2.11605 1.70011 5.85492
H -4.87137 -0.02534 5.05538
C 3.04103 -2.30651 -0.85666
C 3.33636 -1.19104 0.11249
C 2.22180 -1.34680 1.12401
O 1.88935 -2.74139 1.16546
C 2.52847 -3.39532 0.06042
H 3.90745 -2.61803 -1.44553
H 2.24876 -1.99694 -1.54862
H 4.30548 -1.36561 0.59458
H 3.35776 -0.20088 -0.34971
H 1.32539 -0.79861 0.81532
H 2.51164 -1.00757 2.12270
H 3.35179 -3.99764 0.45965
H 1.81715 -4.06157 -0.43540
C -2.40460 2.97128 -1.57548
C -1.52990 1.75515 -1.73879
C -1.11796 1.46720 -0.31154
O -2.19351 1.90760 0.52892
C -3.10116 2.68633 -0.26289
H -3.10148 3.12580 -2.40310
H -1.78012 3.86756 -1.48038
H -2.12369 0.92142 -2.13170
H -0.67807 1.91227 -2.40528
H -0.22319 2.03437 -0.03394
H -0.92569 0.40465 -0.13698
H -4.00704 2.08972 -0.41607
H -3.37116 3.59874 0.27591
C 1.44361 -3.25552 -5.83078
C 0.63024 -1.99072 -5.92784
C 0.51246 -1.57764 -4.47693
O 1.69769 -2.04043 -3.81497
C 2.39068 -2.93652 -4.69475
H 1.96164 -3.51712 -6.75689
H 0.79425 -4.09389 -5.55184
H 1.18968 -1.23221 -6.48799
H -0.33972 -2.12759 -6.41257
H -0.34732 -2.05602 -3.99598
H 0.42211 -0.49434 -4.35550
H 3.28654 -2.42135 -5.05816
H 2.70056 -3.82851 -4.14337
```

Record 2
The following is a quantum chemistry calculation of a single C24H32N6O molecule, from the OMol25 dataset.

Values from the calculation:
SMILES string	CCCCC(=O)Nc1ccc2c(c1)nc(CCN1CCN(c3ccccn3)CC1)n2C
Kohn-Sham gap	8.4	eV
electronic energy	-1337.56163	hartree

Structure (XYZ):
```
63
C24H32N6O, DFT the ωB97M-V functional and the def2-TZVPD basis
C -5.00734 -4.65922 -0.03872
C -5.66123 -3.30361 -0.27468
C -5.94688 -2.58009 1.03953
C -6.62191 -1.22408 0.81107
C -5.76967 -0.29243 -0.03997
O -6.09414 0.05441 -1.15420
N -4.62877 0.09194 0.59555
C -3.58329 0.91292 0.15033
C -3.62225 1.54184 -1.10297
C -2.59385 2.35610 -1.52899
C -1.51784 2.53362 -0.67575
C -1.46439 1.90062 0.58621
C -2.50390 1.08360 1.00579
N -0.29629 2.24486 1.21351
C 0.33222 3.04226 0.39372
C 1.65649 3.65199 0.68502
C 2.81460 3.03344 -0.12185
N 3.45875 1.96076 0.60834
C 2.63115 0.77082 0.71140
C 3.32981 -0.25743 1.60452
N 4.62569 -0.59657 1.06607
C 4.84090 -1.63816 0.20822
C 3.98296 -2.75103 0.11714
C 4.32513 -3.78834 -0.72063
C 5.50379 -3.72289 -1.45586
C 6.28400 -2.59365 -1.29867
N 5.97177 -1.58563 -0.50592
C 5.44632 0.58877 0.94678
C 4.75792 1.62055 0.05171
N -0.35519 3.26328 -0.77027
C 0.01075 4.07623 -1.89429
H -4.81675 -5.16066 -0.98418
H -4.05987 -4.54193 0.48350
H -5.65299 -5.29556 0.56316
H -6.59698 -3.43888 -0.82026
H -5.00797 -2.68503 -0.89355
H -5.00940 -2.44984 1.58719
H -6.60245 -3.19871 1.65744
H -6.82980 -0.74402 1.77049
H -7.56653 -1.37119 0.28604
H -4.48812 -0.27352 1.52723
H -4.47761 1.37801 -1.73567
H -2.63725 2.83311 -2.49621
H -2.46479 0.60343 1.97164
H 1.60849 4.72436 0.48177
H 1.86550 3.51263 1.74502
H 2.45305 2.69520 -1.11045
H 3.57141 3.80444 -0.29017
H 1.67284 1.04193 1.15445
H 2.44948 0.32116 -0.28406
H 2.70391 -1.13958 1.71768
H 3.48652 0.18560 2.59297
H 3.07200 -2.80725 0.69032
H 3.67637 -4.64928 -0.80399
H 5.79748 -4.51841 -2.12141
H 7.21490 -2.47403 -1.83987
H 6.40806 0.30257 0.52441
H 5.58203 1.01044 1.94664
H 5.36709 2.52626 0.00484
H 4.67042 1.20402 -0.96822
H 0.31513 3.45313 -2.74026
H -0.84429 4.68199 -2.20057
H 0.83480 4.73472 -1.62806
```

Record 3
The following is a quantum chemistry calculation of a single C8H8Cl2Si molecule at a distorted geometry, from the OMol25 dataset.

Values from the calculation:
SMILES string	Cl[Si]1(Cl)CCc2ccccc21
Kohn-Sham gap	9.6	eV
electronic energy	-1519.57598	hartree

Structure (XYZ):
```
19
C8H8Cl2Si, DFT the ωB97M-V functional and the def2-TZVPD basis
Cl -1.75706 0.58540 3.42392
Si -0.47382 -0.61357 2.27810
Cl -0.83760 -2.45154 2.84465
C 1.31718 0.09929 2.06058
C 1.17113 0.96922 0.75089
C 0.44410 0.30902 -0.39017
C 0.75211 0.50812 -1.67391
C -0.13641 0.06718 -2.73828
C -1.34041 -0.54392 -2.31329
C -1.65350 -0.78285 -0.97803
C -0.70847 -0.33238 -0.00260
H 1.88365 -0.84774 1.94533
H 1.54914 0.75723 2.97820
H 2.21650 1.26722 0.34137
H 0.56083 1.81502 1.08324
H 1.63522 0.99908 -1.93256
H -0.04594 0.21543 -3.81798
H -1.99049 -0.85450 -3.08033
H -2.58615 -1.16572 -0.77913
```

Record 4
The following is a quantum chemistry calculation of a 3-piece molecular cluster, C5H12N3O overall at a distorted geometry, from the OMol25 dataset.

Values from the calculation:
total charge	+1
Kohn-Sham gap	10.8	eV
electronic energy	-436.91758	hartree

Structure (XYZ):
```
21
C5H12N3O, DFT the ωB97M-V functional and the def2-TZVPD basis
C -0.87100 -2.73888 -1.49724
C 3.66399 0.72682 0.51680
C -1.04197 0.04735 0.47953
C -2.37105 -0.19044 1.16219
C 0.06206 1.17108 -1.31609
N -0.09730 -2.15519 -0.93030
N 0.07265 -0.26074 1.19108
N -1.08982 0.62535 -0.67397
O 2.50537 1.05492 0.50963
H -1.58595 -3.45739 -1.93275
H 4.36836 1.26909 1.17092
H 4.21380 0.39028 -0.38826
H -2.63491 0.82535 1.61559
H -2.35940 -0.88049 1.98341
H -3.19834 -0.35422 0.44691
H 0.54658 0.22756 -1.76429
H -0.06840 2.03567 -2.02786
H 0.72345 1.47819 -0.43307
H 1.04465 -0.09812 0.70446
H 0.05928 -0.58854 2.18363
H -1.94205 0.87239 -1.00030
```

Record 5
The following is a quantum chemistry calculation of a 2-piece molecular cluster, C4H14N2O overall at a distorted geometry, from the OMol25 dataset.

Values from the calculation:
SMILES string	CNC[C@@H](C)N.O
Kohn-Sham gap	9.2	eV
electronic energy	-345.51702	hartree

Structure (XYZ):
```
21
C4H14N2O, DFT the ωB97M-V functional and the def2-TZVPD basis
C -1.40257 -1.13270 0.33162
N 0.03752 -1.10687 0.47769
C 0.78057 0.06037 0.06121
C 0.83535 0.44560 -1.45311
C 2.21385 0.97862 -1.79227
N 0.49030 -0.65118 -2.34903
H -1.82615 -0.18169 0.64850
H -1.73201 -1.41795 -0.67235
H -1.80015 -1.83108 1.08376
H 0.49578 -1.96107 0.20752
H 0.40327 0.92002 0.61039
H 1.78631 -0.09543 0.40699
H 0.08471 1.19873 -1.62194
H 2.29667 1.93596 -2.30734
H 2.78272 0.26830 -2.40226
H 2.84890 1.06394 -0.91945
H -0.48901 -0.88488 -2.27454
H 1.01644 -1.50049 -2.19375
O -3.08574 0.94558 4.85667
H -3.56289 1.68707 4.46299
H -2.17385 1.25914 4.83868
```

Record 6
The following is a quantum chemistry calculation of a single C6H12O molecule, from the OMol25 dataset.

Values from the calculation:
SMILES string	CCCCCC=O
Kohn-Sham gap	11.0	eV
electronic energy	-311.03800	hartree

Structure (XYZ):
```
19
C6H12O, DFT the ωB97M-V functional and the def2-TZVPD basis
C -0.89651 1.90587 -1.53077
C -1.36591 0.61811 -0.85568
C -0.49581 0.34462 0.37272
C -0.31607 -1.12610 0.77802
C 1.07571 -1.35509 1.37054
C 2.17206 -1.04329 0.37905
O 2.01198 -1.00953 -0.81881
H -0.90994 2.74830 -0.82900
H 0.13832 1.78285 -1.86718
H -1.49251 2.18240 -2.40447
H -2.42966 0.67752 -0.59326
H -1.26398 -0.22087 -1.55453
H -0.84990 0.93095 1.23088
H 0.50244 0.74559 0.13140
H -1.07507 -1.42942 1.50692
H -0.44660 -1.77437 -0.09595
H 1.22221 -2.39227 1.70935
H 1.24272 -0.73600 2.26149
H 3.17652 -0.84929 0.80930
```

Respective energy above the lowest of the compared OMol25 structures with the same formula, charge and spin values: 3.065, 0.039, 0.000, 3.026, 1.610, 0.579 eV.
Respective E_HOMO values: -9.17, -7.70, -9.03, -13.87, -8.40, -9.87 eV.